111
Properties=species:S:1:pos:R:3:mulliken_charge:R:1 method="wB97M-V/def2-TZVPD" relative_energy_ev=7.626 charge=-1 s2=3.764 lumo_energy_ev="2.243 / 2.244" multiplicity=4 orbital_gap_ev="5.958 / 6.038"
C 1.316 -0.422 -5.135 -0.657
N -0.331 -1.422 1.866 1.172
C 2.052 -2.950 0.149 0.725
H -4.923 1.322 0.791 0.772
C 2.649 -0.780 -5.313 -0.590
O -0.684 1.576 0.834 1.548
H 1.591 3.879 -0.774 0.609
H 3.833 -0.394 -0.056 0.136
C 3.060 -5.084 0.606 -0.800
C -2.317 4.699 -0.152 -1.714
H 2.434 -6.703 -0.658 0.371
C 2.560 -2.080 -3.288 -0.337
N 1.589 1.029 2.755 0.294
C 2.695 1.736 -2.888 -0.210
H 3.460 -3.292 1.723 0.470
C -3.456 1.364 -2.779 -0.623
H 1.806 1.731 5.569 0.155
H 3.114 0.741 -2.727 -0.250
H 4.038 3.810 -0.540 0.509
V -0.520 -0.405 -0.163 0.650
H -4.195 -4.255 -3.226 0.506
H 4.311 -1.876 -4.511 0.413
C -3.125 -4.259 -3.385 -0.697
C 4.386 -0.138 0.849 -1.454
H 4.837 -1.053 1.241 0.274
H 5.205 0.536 0.587 0.419
Cl -3.133 -2.514 -1.374 -0.123
C -4.702 1.904 -2.547 -0.549
C 3.271 -1.600 -4.384 -0.569
C 3.771 1.229 3.000 -1.594
N -2.989 1.408 -4.156 0.979
H 3.171 2.778 5.167 0.390
H -3.190 -5.630 -5.022 0.380
C 3.554 2.919 -0.943 0.062
C 2.248 2.344 4.782 -1.492
H -0.100 1.196 4.205 -0.051
C 2.336 -5.647 -0.436 -0.746
O -2.763 0.391 1.857 -0.547
C 0.610 -0.889 -4.039 -0.690
C -4.504 1.345 -0.204 0.272
N -0.882 2.844 0.089 -0.566
O -3.370 2.329 -4.862 -0.667
C 2.918 -3.734 0.896 -0.639
O -1.483 0.336 -1.887 0.883
N -0.227 -0.692 3.016 0.334
C -2.653 0.803 -1.733 -0.306
H 0.463 -0.395 5.702 0.220
H -3.776 1.992 3.859 0.537
C -0.769 -2.736 3.631 -1.870
O -7.164 2.880 -1.995 -0.688
C -0.399 -4.186 -3.780 -0.990
H 1.804 2.556 0.371 -0.621
C -0.937 -3.422 -2.738 -0.102
H -2.485 0.857 4.297 0.258
P 0.184 -2.349 -1.738 2.766
H 3.341 3.797 -2.903 0.338
H -0.374 -1.883 6.158 0.416
H 3.724 -5.701 1.200 0.354
H -2.201 2.612 4.395 0.206
C -2.459 0.155 0.610 -0.252
C -0.412 -1.010 5.506 -1.493
S 1.245 1.782 -1.782 0.776
H -1.826 5.546 0.331 0.295
H -0.418 -0.585 -3.888 0.347
C -3.244 0.841 -0.424 1.145
H 3.054 -2.726 -2.572 0.342
C -0.468 -1.470 4.086 1.303
H 2.353 1.808 -3.918 0.541
H 4.032 2.049 -0.492 -0.399
H 0.893 -5.323 -1.979 0.395
N 2.146 0.366 1.716 0.814
H 1.547 3.151 4.566 0.234
C -0.682 -2.654 2.239 0.265
H 0.667 -4.132 -3.966 0.486
H -3.666 3.449 1.894 0.207
H 3.201 -0.416 -6.171 0.336
C 1.225 -1.736 -3.118 0.465
H -5.268 2.329 -3.361 0.628
C -1.185 -4.982 -4.591 -0.853
O 1.261 0.399 -1.150 -0.781
N -6.563 2.397 -1.046 1.046
B 0.083 0.845 3.071 -2.365
O -2.273 0.508 -4.559 -0.609
H -3.393 4.869 -0.128 0.436
C -2.700 1.820 3.839 -1.923
C 3.458 0.488 1.843 0.760
C -2.236 1.848 2.407 2.263
H 0.820 0.227 -5.846 0.481
H 4.666 2.640 -2.813 0.414
H -1.773 -4.393 1.710 0.487
H -0.077 -4.445 1.222 0.122
H -1.239 -3.457 0.326 -0.133
O -7.003 2.386 0.092 -0.666
C -5.231 1.872 -1.268 -1.479
C 2.548 1.545 3.556 0.693
C -2.745 2.961 1.610 -2.298
N -0.827 1.724 2.223 -0.139
H -1.023 -3.600 4.222 0.520
C 2.069 2.911 -0.622 -0.075
H -1.292 -0.424 5.778 0.225
C 3.652 2.845 -2.464 -0.964
C -1.981 3.417 0.563 1.380
C -2.323 -3.468 -2.571 0.973
C -2.558 -5.020 -4.389 -0.596
C 1.471 -4.863 -1.188 -1.097
C -0.949 -3.796 1.315 -1.041
H 1.911 -1.905 0.413 -0.707
H -0.731 -5.557 -5.388 0.410
C 1.322 -3.510 -0.901 -0.027
H 4.745 1.509 3.371 0.506
H -1.987 4.654 -1.190 0.327



102
Properties=species:S:1:pos:R:3:mulliken_charge:R:1 method="wB97M-V/def2-TZVPD" relative_energy_ev=0.000 charge=-2 lumo_energy_ev=3.743 orbital_gap_ev=5.823
H 2.733 -1.765 1.805 0.219
C 0.757 0.707 2.991 -0.507
C 0.038 -4.564 3.017 0.471
Se -2.540 1.205 1.386 -0.496
C 0.459 5.706 2.275 -0.835
H -4.022 3.263 -5.494 0.365
H 0.170 -1.497 -2.794 0.398
C -3.373 2.816 -1.714 -0.190
C 2.812 4.359 1.686 -0.342
C 1.682 1.378 3.767 1.085
C 1.264 2.576 4.581 -1.692
H -0.520 4.092 1.224 0.247
C 1.077 -0.437 2.232 0.298
H -4.588 -2.379 -3.785 0.447
H 3.713 3.813 1.437 0.383
H 1.704 7.126 3.297 0.340
Cl 2.169 -0.790 -1.416 0.084
C 0.645 0.983 -4.162 -0.019
C 0.907 -3.249 0.517 -0.621
C 0.759 -4.772 0.628 0.503
C 1.744 1.562 -4.782 -0.703
C 1.565 2.543 0.464 -0.147
C -3.837 3.146 -4.433 -0.713
N 0.072 -1.037 1.471 0.401
H 1.951 -2.979 0.656 0.108
C 2.852 5.530 2.428 -0.641
C 0.419 4.522 1.551 0.311
C 0.068 1.586 -3.049 0.748
H -4.941 4.246 -1.429 0.410
C 0.193 -3.043 2.940 -1.245
C -1.806 -0.645 -2.938 0.731
H -0.533 -2.548 3.593 0.345
C 3.360 -0.208 3.093 0.725
C -1.386 -4.954 2.617 -1.620
C -1.445 -2.960 1.105 -1.886
Cl 5.065 -1.274 -1.486 -0.264
H 0.974 -6.312 2.136 0.574
C -1.258 -2.941 -3.451 -0.978
C -4.347 3.704 -2.155 -0.647
H 1.833 2.632 5.512 0.485
H -0.278 1.028 2.991 0.062
H -2.295 1.690 -4.720 0.355
H 0.636 -2.933 -0.495 -0.255
C -3.141 -0.915 -3.237 -0.876
H 3.739 1.444 4.413 0.327
H 3.801 5.917 2.781 0.371
H -0.518 -3.730 -3.525 0.416
H -1.640 -2.644 0.079 -0.534
H 1.185 -2.770 3.302 0.497
C 1.043 -5.220 2.065 -1.505
P -1.345 0.908 -2.094 2.162
H 5.324 -0.387 2.209 0.263
C -2.595 -3.205 -3.722 -0.690
C -0.664 -5.173 0.242 -1.442
C 3.754 -0.189 -0.923 0.083
C -3.535 -2.190 -3.619 -0.790
C 1.699 3.360 -3.193 -0.486
C 4.783 -0.709 3.104 -1.852
C 1.674 6.209 2.720 -0.471
C -2.867 2.261 -3.997 -0.300
H -5.358 4.543 -3.848 0.345
H 2.063 -4.936 2.350 0.513
C -0.868 -1.672 -3.049 -0.280
C -0.033 -2.517 1.505 1.371
H 3.149 3.185 -4.768 0.360
H -2.909 -4.205 -3.993 0.378
C 3.001 0.923 3.809 -0.992
H -1.525 -6.040 2.690 0.573
H -2.102 -4.485 3.298 0.531
H 2.188 1.079 -5.645 0.404
Se -6.835 0.095 -2.968 -0.685
C 2.278 2.746 -4.296 -0.588
Rh -0.761 0.218 0.067 0.440
Se -3.203 -0.496 0.007 -0.236
H 0.238 -4.892 4.043 0.232
H -0.461 6.231 2.502 0.388
H 3.776 -0.163 0.159 -0.327
H 2.117 4.274 -2.791 0.361
H 3.895 0.792 -1.346 0.348
H 0.203 2.526 4.827 0.313
C -1.641 -4.476 1.189 0.380
C -2.633 2.086 -2.634 0.121
C 1.596 3.845 1.251 0.382
H 5.328 -0.330 3.971 0.437
C 0.602 2.783 -2.577 -0.866
H 0.164 3.251 -1.703 0.360
H -3.898 -0.146 -3.147 0.269
Se -6.210 -3.278 -1.024 -0.671
O 0.433 1.980 0.474 0.200
H 0.235 0.063 -4.556 0.380
H 1.476 -5.244 -0.053 0.381
H -0.871 -4.874 -0.791 0.273
H 4.819 -1.800 3.127 0.343
H -3.195 2.676 -0.656 -0.016
H -0.785 -6.261 0.303 0.634
H -2.670 -4.700 0.895 0.437
H 1.431 3.507 4.034 0.111
H -2.173 -2.454 1.740 0.662
C 2.408 -0.882 2.334 0.080
Sb -6.438 -0.902 -0.818 0.422
C -4.581 3.869 -3.509 -0.477
O 2.602 2.193 -0.105 -0.756



103
Properties=species:S:1:pos:R:3:mulliken_charge:R:1 method="wB97M-V/def2-TZVPD" lumo_energy_ev=-0.684 orbital_gap_ev=6.021
H -2.561 -9.211 -23.302 0.230
H 2.702 -13.880 -14.943 0.317
H -3.984 -10.255 -14.402 0.196
H 1.589 -18.510 -15.042 0.311
N -4.332 -11.354 -20.539 0.779
H 2.579 -15.971 -20.609 0.398
Bi -2.091 -11.762 -17.459 0.910
H 6.017 -16.888 -16.423 0.348
C 0.137 -10.011 -21.067 0.314
H -4.344 -12.800 -14.062 0.380
H 1.331 -12.255 -16.282 0.501
C 0.657 -8.692 -21.551 -1.470
H 1.681 -8.610 -21.144 0.396
C -5.981 -13.802 -19.798 1.211
H -8.228 -16.317 -20.461 0.308
C 5.024 -17.229 -16.074 -0.307
H -3.716 -9.780 -24.553 0.361
H 0.625 -8.633 -22.665 0.245
H 0.184 -11.376 -14.280 0.285
C -6.793 -14.921 -19.585 -0.399
C -0.962 -7.512 -18.409 -1.062
C -7.670 -9.286 -14.913 -0.484
B -2.581 -9.491 -20.465 -1.231
C -5.229 -13.344 -18.552 -0.915
H -5.903 -13.324 -17.667 0.401
C 1.672 -14.104 -15.240 -0.518
C -7.478 -10.224 -15.967 -0.733
C -7.590 -15.424 -20.638 -0.530
C -5.470 -9.015 -16.512 0.512
C -3.605 -9.374 -23.529 -1.304
H -8.013 -15.317 -22.763 0.374
H -0.879 -11.381 -12.807 0.530
H -0.359 -12.878 -13.561 0.295
H -5.165 -11.808 -23.715 0.341
C -4.248 -8.906 -17.317 0.106
C -4.868 -11.522 -22.725 -1.520
C 1.554 -15.599 -20.739 -0.581
H -6.196 -10.610 -17.716 0.632
N 4.598 -18.390 -16.552 -0.573
H -0.797 -7.465 -19.472 -0.081
H -2.068 -14.160 -21.204 0.671
C -0.189 -12.264 -20.993 0.113
N -2.740 -9.247 -18.930 1.907
P -2.203 -11.823 -14.738 0.618
C 0.025 -13.697 -20.992 0.881
N -3.915 -9.786 -18.270 -0.821
C 0.476 -16.457 -20.891 -0.582
C -3.254 -7.856 -17.272 -1.165
C -0.672 -11.858 -13.777 -1.339
H -2.641 -9.977 -13.267 0.599
C -0.807 -15.965 -21.019 -0.616
C 3.385 -18.793 -16.179 -0.496
C 2.595 -18.129 -15.279 -0.099
H 0.114 -7.887 -21.091 0.306
S 1.910 -16.231 -13.569 -0.124
H 3.031 -19.695 -16.590 0.415
C -6.726 -13.716 -22.144 -1.203
C 0.958 -13.272 -16.074 -1.023
H -0.932 -6.502 -17.940 0.425
C 1.354 -14.228 -20.793 -0.725
C -6.419 -10.025 -16.823 -0.329
H -3.159 -12.807 -12.726 0.403
C -5.891 -13.217 -21.101 0.607
C -0.269 -15.475 -15.106 -0.495
C -2.279 -8.184 -18.222 0.372
H -8.474 -9.499 -14.209 0.340
H -0.171 -8.157 -17.974 0.241
N -1.374 -11.667 -20.897 -0.406
H -6.880 -7.610 -13.793 0.381
C 3.037 -16.943 -14.752 0.285
H -4.428 -14.033 -18.286 0.395
H 2.179 -13.533 -20.747 0.262
H 4.716 -15.480 -14.867 0.330
C -0.904 -14.603 -16.038 -0.305
H -0.790 -16.418 -14.779 0.385
H -2.528 -9.368 -14.920 0.227
C 4.283 -16.458 -15.143 -0.058
C -5.665 -8.086 -15.519 -0.258
C -4.137 -10.356 -22.540 0.465
H 1.857 -11.458 -21.211 0.350
H -4.782 -12.372 -18.696 -0.615
H -8.242 -10.997 -16.079 0.420
C -7.458 -14.894 -21.931 -0.557
H 0.654 -17.505 -20.839 0.431
H -6.737 -13.219 -23.125 0.285
H -5.018 -7.184 -15.477 0.231
C 1.051 -15.228 -14.716 0.457
C -5.079 -12.077 -21.418 0.918
N -1.198 -10.336 -20.839 1.338
H -1.645 -16.619 -21.125 0.458
H -2.544 -8.388 -21.059 -0.015
N -0.293 -13.467 -16.476 0.127
C -6.726 -8.269 -14.654 -0.662
N -3.756 -10.315 -21.174 -0.479
H -6.775 -15.372 -18.546 0.281
H -1.948 -14.830 -16.287 0.409
C -1.068 -14.582 -21.098 -0.470
C -2.899 -10.218 -14.283 -1.037
C 0.808 -11.256 -21.160 -0.980
H -3.124 -13.995 -14.028 0.320
H -3.175 -6.978 -16.641 0.328
H -4.188 -8.447 -23.507 0.259
C -3.290 -12.936 -13.804 -1.355



106
Properties=species:S:1:pos:R:3:mulliken_charge:R:1 method="wB97M-V/def2-TZVPD" charge=+3 s2=2.139 lumo_energy_ev="-9.536 / -9.154" multiplicity=3 orbital_gap_ev="6.831 / 7.151"
H 5.065 0.909 4.818 0.483
C -1.593 0.409 -1.441 1.909
H -2.733 -4.360 -1.830 0.358
H -2.738 -1.231 0.507 0.218
C -1.772 3.380 4.840 -0.825
C -3.121 0.699 -3.367 0.848
H -1.697 0.730 -0.337 -0.529
H 0.435 0.175 -2.039 0.805
H -0.679 -5.798 -0.070 0.528
H -2.800 0.194 2.572 0.608
H 2.039 1.984 -4.215 0.517
C 1.752 0.555 4.288 -0.495
Br -2.379 3.023 0.724 0.105
C -3.641 1.458 -4.403 -0.657
O 0.750 -4.574 -2.286 -0.818
C -1.354 -4.952 -0.228 -0.844
C 4.130 0.807 4.292 -0.969
C 0.764 5.638 0.312 -0.854
C 0.156 4.448 3.900 -0.842
C -3.209 2.758 -4.593 -0.578
H 3.049 -1.028 -1.396 0.858
H -0.312 -3.782 4.130 0.579
H 1.473 2.365 -2.594 0.219
H -1.927 4.324 -3.886 0.511
C -1.517 2.243 4.090 -0.573
P 0.035 0.748 2.214 3.229
O 1.270 -5.812 0.623 -0.695
C 1.039 -0.233 -2.906 -0.468
H -1.993 -2.746 -4.731 0.151
C 4.355 0.662 -1.112 -0.630
N 2.178 0.461 -0.215 1.486
H -2.206 -5.051 0.449 0.407
C -0.161 -1.829 3.279 -0.897
H -0.396 -2.693 -5.480 0.259
N -0.612 -3.746 0.108 1.145
C -1.256 -3.330 -5.279 -0.842
C 3.076 0.686 0.731 0.071
H 0.827 0.448 4.837 0.609
C 4.118 0.847 2.915 -0.749
C -1.816 -4.925 -1.684 -1.058
C 0.414 3.321 3.143 -0.548
H 0.918 -1.864 3.204 0.547
H -1.950 -5.941 -2.047 0.781
C 2.975 0.074 -1.424 -1.043
H -4.001 -1.680 3.631 0.515
O 4.326 0.794 0.303 -0.444
H -1.913 -0.619 -1.603 -0.872
C 2.406 0.412 -2.808 0.075
H 0.072 -5.000 -4.831 0.441
H 2.788 5.171 -0.269 0.577
H 0.916 6.696 0.455 0.515
H 2.328 2.790 -0.563 0.422
C 2.941 0.641 4.988 -0.869
C -2.258 3.308 -3.739 -1.608
H -4.387 1.033 -5.057 0.520
C -0.850 -4.547 -4.473 -0.814
C -2.160 1.232 -2.476 0.227
H 5.049 0.950 2.383 0.621
C -0.945 4.486 4.743 -0.890
H -2.765 -3.666 4.406 0.487
Cl -3.715 -0.901 -3.168 -0.177
C -2.250 -0.664 2.946 -0.644
H -1.691 -3.638 -6.229 0.423
H 3.096 -0.055 -3.523 0.598
C 1.718 0.608 2.894 -0.163
H -2.161 1.386 4.211 0.551
H -3.600 3.336 -5.415 0.464
C 2.283 1.894 -3.159 -1.577
C -0.855 -0.686 2.878 0.928
H -1.149 5.374 5.321 0.478
C -0.853 -2.906 3.805 -0.870
H -2.620 3.391 5.507 0.530
H 1.296 3.284 2.514 0.532
C 0.754 -3.655 0.179 -0.367
O -0.731 -2.670 -2.525 -0.368
N 0.323 2.871 -0.064 1.263
H -3.033 -2.959 0.718 0.596
C -0.649 3.708 0.346 0.290
C 1.530 3.449 -0.254 -0.365
C 1.795 4.792 -0.082 -1.277
N -0.082 -1.595 0.083 2.086
O 2.846 -4.414 0.161 -0.657
H 2.046 -1.909 0.292 0.997
C 2.921 0.739 2.176 -0.291
C -0.482 5.073 0.523 -1.047
H -2.976 -2.280 -0.906 0.157
H 0.528 0.033 -3.829 0.809
C -2.232 -2.846 3.951 -0.867
Mo 0.135 0.588 -0.241 -1.551
H 0.825 5.292 3.844 0.562
C -2.929 -1.729 3.516 -1.179
N 1.699 -4.733 0.314 1.383
C -1.747 2.559 -2.706 -0.188
H 5.180 0.006 -1.386 0.462
H 4.527 1.655 -1.549 0.257
H 2.943 0.590 6.065 0.524
H -1.326 5.675 0.822 0.577
C -0.431 2.210 3.222 0.897
H -1.632 -5.302 -4.442 0.534
S -0.533 -4.103 -2.733 1.257
H 3.210 2.439 -3.006 0.398
H -0.978 2.989 -2.076 0.716
H 1.056 -1.318 -2.828 0.241
C -2.539 -2.215 0.092 -2.128
C -1.085 -2.486 0.061 -1.390
C 1.064 -2.327 0.187 -1.623